[1]
Formula: C18H21BCl4O2Si
Source: the OMol25 dataset
Level of theory: wB97M-V/def2-TZVPD

Each line ends with the natural charge from an NBO analysis.
Element x y z (Å)
Cl 4.5127 2.4392 2.5309  -0.268
B 3.6514 0.8273 2.9375  0.447
Cl 4.2280 -0.3930 1.5711  -0.326
Cl 4.0183 0.1293 4.6080  -0.243
O 2.1751 1.0656 2.8521  -0.689
C 1.3313 0.2537 2.1812  0.251
C -0.1400 0.4133 2.4815  -0.108
C -0.9581 -0.7179 2.4764  -0.137
C -2.3315 -0.5840 2.4137  -0.251
C -2.8574 0.7227 2.3381  -0.036
Cl -4.5711 0.9462 2.1417  0.004
C -2.0478 1.8582 2.5032  -0.231
C -0.6668 1.6906 2.6304  -0.176
H 1.6536 -0.7782 1.8503  0.224
H -0.5188 -1.7140 2.4005  0.219
H -3.0082 -1.4146 2.4215  0.232
H -2.4913 2.8480 2.5635  0.235
H -0.0161 2.5706 2.7266  0.244
C -3.0111 -0.4811 -1.6841  -1.158
Si -1.7280 0.8292 -1.8624  1.906
C -0.8437 0.7549 -3.4671  -1.166
C -2.3765 2.5124 -1.4501  -1.150
O -0.5896 0.5157 -0.6546  -0.798
C 0.6857 0.2121 -0.4052  0.667
C 1.4724 0.8829 0.5529  -0.608
C 1.1994 -1.0227 -1.0706  -0.209
C 2.5230 -1.0669 -1.5542  -0.088
C 3.0549 -2.2678 -2.0463  -0.219
C 2.2755 -3.4356 -1.9778  -0.167
C 1.0024 -3.4165 -1.4301  -0.217
C 0.4412 -2.2153 -0.9901  -0.167
H -3.8024 -0.3164 -2.4405  0.252
H -2.5513 -1.4717 -1.8324  0.244
H -3.4420 -0.4609 -0.6704  0.258
H -1.6128 0.9108 -4.2436  0.253
H -0.0739 1.5375 -3.5455  0.253
H -0.3539 -0.2187 -3.6125  0.255
H -3.1492 2.7662 -2.1924  0.246
H -2.8171 2.5413 -0.4440  0.257
H -1.5828 3.2743 -1.4868  0.251
H 2.5428 0.8319 0.2684  0.299
H 1.1340 1.8506 1.0076  0.279
H 3.1241 -0.1527 -1.4762  0.225
H 4.0319 -2.2535 -2.5075  0.231
H 2.6388 -4.3420 -2.4786  0.227
H 0.3828 -4.2999 -1.4157  0.226
H -0.5382 -2.1611 -0.5185  0.225

The maximum force is 2.973 eV/A. As for the multiplicity: 1. The value obtained for the gap between HOMO and LUMO is 0.2715 hartree. As for the highest occupied orbital energy: -0.3355 Eh.

***

[2]
Formula: C18H21Cl4NOS2
Source: the OMol25 dataset
Level of theory: wB97M-V/def2-TZVPD

Each line ends with the natural charge from an NBO analysis.
Element x y z (Å)
O -3.1875 -2.8387 -6.6525  -0.711
C -2.9347 -2.3043 -5.3624  -0.057
C -2.1113 -3.2429 -4.4945  -0.444
C -1.6017 -2.6615 -3.1982  -0.023
C -0.7073 -3.4014 -2.4242  -0.199
C -0.2142 -2.9119 -1.2268  -0.225
C -0.5874 -1.6522 -0.7745  0.119
C -1.4861 -0.9090 -1.5325  -0.115
C -1.9950 -1.4183 -2.7240  -0.248
S -1.9396 0.7069 -0.9931  0.294
C -1.8705 0.4442 0.7475  -0.241
C -2.7162 1.1603 1.5791  -0.189
C -2.6047 1.0477 2.9580  -0.223
C -1.6759 0.1694 3.4980  -0.192
C -0.8535 -0.5866 2.6704  -0.242
S 0.2682 -1.7539 3.4107  -0.008
C -0.9210 -0.4331 1.2777  0.244
N -0.0636 -1.1246 0.4187  -0.598
H -2.3449 -2.9305 -7.1085  0.461
H -2.4345 -1.3338 -5.4451  0.158
H -3.9152 -2.1527 -4.9122  0.181
H -1.2665 -3.6218 -5.0773  0.206
H -2.7324 -4.1107 -4.2560  0.220
H -0.4012 -4.3780 -2.7791  0.211
H 0.4732 -3.5040 -0.6337  0.212
H -2.6964 -0.8109 -3.2806  0.217
H -3.4397 1.8379 1.1452  0.222
H -3.2392 1.6314 3.6097  0.218
H -1.5904 0.0419 4.5692  0.225
H -0.4863 -2.8428 3.2186  0.127
H 0.5090 -1.7888 0.9229  0.400
Cl 0.6905 3.1241 1.8967  -0.064
C 1.7222 3.9219 0.6828  -0.392
C 1.6711 3.2160 -0.6476  -0.388
Cl 2.4359 1.6076 -0.5759  -0.059
H 2.7294 3.9463 1.0878  0.234
H 1.3563 4.9416 0.5702  0.218
H 2.2160 3.7982 -1.3892  0.219
H 0.6476 3.0730 -0.9867  0.226
Cl 4.8223 3.5789 2.4375  -0.066
C 4.8677 3.0151 4.1296  -0.381
C 4.6468 1.5283 4.2269  -0.391
Cl 2.9805 1.0581 3.8081  -0.048
H 4.1143 3.5667 4.6853  0.226
H 5.8530 3.2665 4.5178  0.222
H 4.8216 1.2032 5.2512  0.222
H 5.3210 0.9889 3.5668  0.224

The maximum force is 0.369 eV/A. As for the multiplicity: 1. The value obtained for the gap between HOMO and LUMO is 0.2947 hartree. The SMILES is OCCc1ccc2c(c1)Sc1cccc(S)c1N2.ClCCCl.ClCCCl. As for the highest occupied orbital energy: -0.2734 Eh.

***

[3]
Formula: C18H21ClF3N3O3
Source: the OMol25 dataset
Level of theory: wB97M-V/def2-TZVPD

Each line ends with the natural charge from an NBO analysis.
Element x y z (Å)
O 0.1969 -2.3395 -2.1657  -0.603
C -0.3723 -2.5993 -1.1297  0.670
C -1.8221 -3.0783 -1.0958  -0.299
N -2.7583 -1.9674 -1.0423  -0.434
C -2.9813 -1.4156 0.2875  -0.224
C -3.4787 0.0213 0.1865  -0.237
N -2.4253 0.8287 -0.3964  -0.437
C -1.9445 1.8794 0.2982  0.674
O -2.4876 2.2948 1.3064  -0.641
C -0.6428 2.4955 -0.2431  0.008
C -0.2665 3.7561 0.5339  -0.426
C 0.5486 3.1765 1.6856  -0.435
C 1.2697 2.0191 1.0001  -0.066
O 0.4090 1.5495 -0.0295  -0.545
C -1.7974 0.2789 -1.5861  -0.242
C -2.5695 -0.9540 -2.0652  -0.241
N 0.1709 -2.4093 0.1140  -0.641
C 1.3773 -1.8117 0.4441  0.213
C 2.1869 -1.1679 -0.4889  -0.221
C 3.3689 -0.5747 -0.0804  -0.128
C 4.2450 0.1422 -1.0691  0.974
F 5.4676 -0.4170 -1.1563  -0.325
F 4.4573 1.4237 -0.7086  -0.328
F 3.7520 0.1740 -2.3083  -0.314
C 3.7791 -0.6120 1.2462  -0.187
C 2.9793 -1.2445 2.1804  -0.223
C 1.7918 -1.8302 1.7827  -0.069
Cl 0.7934 -2.5980 2.9762  0.007
H -2.0161 -3.7352 -0.2459  0.205
H -2.0142 -3.6294 -2.0210  0.224
H -2.0652 -1.3992 0.8969  0.170
H -3.7233 -2.0399 0.7987  0.201
H -4.3892 0.0762 -0.4161  0.197
H -3.6884 0.4294 1.1772  0.257
H -0.7304 2.6792 -1.3196  0.197
H -1.1532 4.2846 0.8747  0.245
H 0.3442 4.4134 -0.0849  0.208
H 1.2403 3.8902 2.1258  0.217
H -0.1268 2.8018 2.4543  0.223
H 1.4843 1.1860 1.6748  0.185
H 2.2103 2.3555 0.5442  0.173
H -1.8025 1.0251 -2.3881  0.204
H -0.7556 0.0221 -1.3725  0.223
H -2.0338 -1.3940 -2.9065  0.236
H -3.5583 -0.6451 -2.4214  0.195
H -0.3332 -2.7735 0.9147  0.416
H 1.8835 -1.1404 -1.5228  0.279
H 4.7058 -0.1481 1.5441  0.233
H 3.2743 -1.2793 3.2172  0.235

The maximum force is 0.562 eV/A. As for the multiplicity: 1. The value obtained for the gap between HOMO and LUMO is 0.3370 hartree. The SMILES is O=C(CN1CCN(C(=O)[C@H]2CCCO2)CC1)Nc1cc(C(F)(F)F)ccc1Cl. As for the highest occupied orbital energy: -0.3196 Eh.